Record 1
This record from the OMol25 dataset describes C5H5NO in the gas phase. The level of theory is ωB97M-V with the def2-TZVPD basis set.

The geometry in XYZ format:
```
12
C5H5NO (ωB97M-V with the def2-TZVPD basis set)
O -0.592 1.844 -0.340
N -0.650 -1.888 2.277
C 0.381 -1.292 -2.020
C 0.387 1.221 0.473
C 0.388 -0.818 -0.901
C 0.454 -0.286 0.401
C -0.602 -1.032 1.455
H 1.413 1.549 0.217
H -0.509 1.463 -1.225
H -1.376 -0.379 1.037
H 0.193 1.537 1.501
H 0.513 -1.921 -2.874
```

Calculated values
LUMO level (spin up / spin down) in eV: -1.201 / -1.459
E_tot in eV: -8797.2112
Kohn-Sham gap (spin up / spin down) in eV: 7.8 / 7.8
Energy above the lowest of the compared OMol25 structures with the same formula, charge and spin in eV: 6.2078
Net charge: 0
HOMO energy (spin up / spin down) in eV: -8.969 / -9.262

=====

Record 2
This record from the OMol25 dataset describes C5H5NO in the gas phase. The level of theory is ωB97M-V with the def2-TZVPD basis set.

The geometry in XYZ format:
```
12
C5H5NO (ωB97M-V with the def2-TZVPD basis set)
O -1.466 -1.697 1.188
N 1.005 -2.014 -1.563
C 0.656 -0.985 -1.163
C -1.287 -0.673 0.612
C -0.324 0.461 0.677
C 1.094 0.826 0.417
C 0.202 0.336 -0.766
H -0.940 1.366 0.697
H -0.834 0.484 -1.285
H -1.879 -0.330 -0.456
H 1.933 0.167 0.670
H 1.304 1.877 0.589
```

Calculated values
LUMO level in eV: 0.327
E_tot in eV: -8798.9079
Kohn-Sham gap in eV: 10.5
Energy above the lowest of the compared OMol25 structures with the same formula, charge and spin in eV: 4.5111
Net charge: 0
HOMO energy in eV: -10.171
Structure (SMILES): N#C[C@@H]1C[C@@H]1C=O